16
Properties=species:S:1:pos:R:3:lowdin_charge:R:1 method="wB97M-V/def2-TZVPD" de_lowest_kj_mol=321.74 spin_multiplicity=1 gap_ev=9.6 lumo_energy_ev=0.88 homo_energy_ev=-8.73
H -1.067 -0.119 -2.102 0.087
H -0.667 -0.653 0.394 0.076
H 1.378 1.582 0.200 0.071
H -1.126 -0.856 0.942 0.092
C 0.696 -0.117 -0.866 -0.552
H -0.459 -1.747 -1.703 0.083
C -1.120 0.714 2.234 -0.225
O 1.587 -1.031 -0.372 0.018
H -2.196 0.656 1.980 0.084
O -0.410 1.602 1.834 -0.050
C -0.167 -0.717 -1.936 -0.055
H 2.100 -0.607 0.330 0.111
H -0.129 1.823 -0.839 0.079
H 0.419 -0.730 -2.859 0.087
C 0.659 1.163 -0.495 0.011
H -0.747 -0.091 2.897 0.084

***

16
Properties=species:S:1:pos:R:3:lowdin_charge:R:1 method="wB97M-V/def2-TZVPD" de_lowest_kj_mol=143.41 spin_multiplicity=1 gap_ev=10.2 lumo_energy_ev=0.86 homo_energy_ev=-9.32
H 2.335 -0.263 -0.728 0.119
H -1.557 -1.619 1.689 0.072
H 1.250 -2.099 0.685 0.101
C -0.934 -2.328 1.151 -0.098
C 0.280 -1.611 0.607 -0.164
H -0.601 -3.063 1.877 0.063
C 0.299 -0.384 0.097 -0.114
H 1.023 1.089 -2.096 0.088
H -1.383 2.643 -0.751 0.038
H -0.621 0.124 -0.204 0.092
C 1.528 0.359 -0.327 -0.263
O -1.908 2.057 -0.191 -0.066
H -1.391 1.973 0.616 0.030
H 1.968 0.866 0.527 0.115
H -1.481 -2.867 0.381 0.073
O 1.230 1.434 -1.219 -0.086

***

16
Properties=species:S:1:pos:R:3:lowdin_charge:R:1 method="wB97M-V/def2-TZVPD" de_lowest_kj_mol=51.45 spin_multiplicity=1 gap_ev=10.9 lumo_energy_ev=0.88 homo_energy_ev=-9.99
C -1.755 -0.677 -0.412 -0.046
H -2.562 -0.385 -1.091 0.082
C 0.493 0.026 0.549 -0.388
H -2.179 -0.765 0.594 0.087
O 1.008 1.202 1.176 -0.044
O -1.270 1.607 -0.007 -0.034
H 2.056 -0.096 -0.936 0.087
H 0.095 -0.573 1.376 0.149
H 1.235 -1.635 -0.648 0.084
H -0.262 0.500 -1.427 0.142
H 1.665 1.594 0.585 0.103
C -0.674 0.394 -0.405 -0.420
H -0.626 2.025 0.588 0.078
H -1.371 -1.655 -0.726 0.079
H 2.393 -1.014 0.550 0.085
C 1.608 -0.730 -0.158 -0.044

***

16
Properties=species:S:1:pos:R:3:lowdin_charge:R:1 method="wB97M-V/def2-TZVPD" de_lowest_kj_mol=233.80 spin_multiplicity=1 gap_ev=10.7 lumo_energy_ev=0.71 homo_energy_ev=-9.94
H 0.756 -0.651 2.016 0.084
H -1.633 -0.861 1.236 0.098
H -0.685 1.367 1.597 0.092
O -0.590 0.107 -2.407 -0.070
O -1.305 -0.981 0.337 -0.023
H 0.326 1.963 0.254 0.095
H 1.885 -0.034 0.798 0.084
H 1.311 -0.097 -1.571 0.116
H 1.243 -1.682 0.684 0.086
C 0.274 -0.456 -1.504 -0.247
H 0.205 -1.547 -1.565 0.120
C -0.180 -0.145 0.129 -0.574
C 1.004 -0.654 0.953 -0.052
C -0.498 1.303 0.523 -0.036
H -1.407 1.643 0.025 0.088
H -0.705 0.725 -1.505 0.137

***

16
Properties=species:S:1:pos:R:3:lowdin_charge:R:1 method="wB97M-V/def2-TZVPD" de_lowest_kj_mol=161.47 spin_multiplicity=1 gap_ev=11.0 lumo_energy_ev=1.11 homo_energy_ev=-9.88
H -3.676 -0.709 -0.279 0.088
H 3.275 -0.086 0.781 0.089
O -1.719 -0.433 0.153 -0.188
H -0.772 1.394 0.426 0.131
C -2.944 0.102 -0.277 -0.122
O 1.674 0.293 -0.490 -0.192
C 0.648 -0.252 0.304 -0.213
H 2.890 -1.387 -0.381 0.090
H -2.864 0.511 -1.297 0.089
H 3.630 0.132 -0.957 0.089
H 0.540 -1.334 0.126 0.131
C -0.645 0.436 -0.105 -0.217
H -0.578 0.658 -1.182 0.129
H -3.297 0.905 0.388 0.089
H 0.864 -0.108 1.375 0.130
C 2.923 -0.295 -0.241 -0.123

***

16
Properties=species:S:1:pos:R:3:lowdin_charge:R:1 method="wB97M-V/def2-TZVPD" de_lowest_kj_mol=138.75 spin_multiplicity=1 gap_ev=11.2 lumo_energy_ev=1.07 homo_energy_ev=-10.08
H 0.241 0.743 -2.229 0.132
H 0.557 0.101 2.870 0.079
H 1.574 0.760 -1.048 0.135
C 0.373 -0.077 1.806 -0.089
O 0.363 -0.904 -0.986 -0.186
H -1.017 -2.412 -1.066 0.089
C 0.517 0.504 -1.194 -0.253
C -0.919 -1.371 -1.385 -0.102
H 1.240 -0.609 1.405 0.073
H 1.064 1.836 1.086 0.112
H -1.017 -1.327 -2.473 0.085
C 0.151 1.233 1.084 -0.222
H -1.720 -0.792 -0.916 0.086
H -0.592 1.808 1.646 0.115
O -0.312 1.236 -0.323 -0.134
H -0.503 -0.729 1.722 0.080

***

16
Properties=species:S:1:pos:R:3:lowdin_charge:R:1 method="wB97M-V/def2-TZVPD" de_lowest_kj_mol=368.06 spin_multiplicity=1 gap_ev=9.2 lumo_energy_ev=0.71 homo_energy_ev=-8.47
C -0.030 0.027 -1.282 0.042
H -0.940 0.073 1.973 0.119
O 0.320 -1.846 -1.038 -0.181
H 1.491 0.867 1.657 0.076
H 1.132 -2.212 -1.430 0.048
H -1.692 1.241 0.885 0.125
C -1.183 0.268 0.915 -0.250
O -2.124 -0.664 0.419 -0.070
H 0.479 -1.052 -0.065 0.137
C 1.232 1.143 0.628 -0.074
H 0.968 2.210 0.637 0.079
H 0.769 0.288 -1.971 0.107
H -1.659 -1.500 0.271 0.078
H -1.004 -0.152 -1.724 0.103
H 2.138 1.031 0.022 0.077
C 0.103 0.280 0.102 -0.416

***

16
Properties=species:S:1:pos:R:3:lowdin_charge:R:1 method="wB97M-V/def2-TZVPD" total_charge=+1 de_lowest_kj_mol=285.62 spin_multiplicity=2 gap_ev="10.2 / 3.4" lumo_energy_ev="-3.93 / -10.35" homo_energy_ev="-14.17 / -13.78"
H 2.334 -0.414 -0.248 0.136
O -1.973 1.478 1.530 0.236
C 0.211 -0.498 -0.583 -0.181
H -2.103 0.121 0.119 0.217
H 0.192 -1.594 -0.397 0.141
O 1.995 -0.982 -2.143 -0.029
H 0.459 -0.487 1.541 0.142
C -1.570 0.222 1.098 -0.135
C -0.084 0.093 0.809 -0.137
H -1.975 -0.527 1.816 0.179
C 1.608 -0.166 -1.024 -0.249
H -0.536 -0.310 -1.350 0.123
H 0.383 1.109 0.903 0.149
H -2.746 1.449 2.136 0.185
H 1.646 0.875 -1.346 0.132
H 2.160 -0.369 -2.860 0.091

***

19
Properties=species:S:1:pos:R:3:lowdin_charge:R:1 method="wB97M-V/def2-TZVPD" total_charge=+1 spin_multiplicity=1 gap_ev=6.9 lumo_energy_ev=-5.50 homo_energy_ev=-12.43
P 1.986 -1.118 0.754 0.865
H -3.271 -0.010 0.157 0.103
H -2.285 -0.115 -1.626 0.095
H 3.333 1.212 2.206 0.109
H -3.181 -1.777 0.336 0.053
H 0.194 0.446 -1.121 0.096
C -0.658 0.383 -0.468 -0.252
C -1.673 -0.653 -0.970 -0.166
H 2.466 2.349 0.990 0.125
O 2.560 0.362 0.412 -0.486
H -1.119 1.323 -0.435 0.116
S 1.962 -1.888 -1.158 0.566
O -0.247 -0.137 0.805 -0.705
H 1.208 -2.894 -0.693 -0.142
C -2.599 -0.916 0.315 -0.386
H -1.259 -1.536 -1.408 0.093
H 1.642 1.160 2.107 0.059
C 2.495 1.341 1.478 -0.105
S -1.558 -0.634 1.780 0.965

***

17
Properties=species:S:1:pos:R:3:lowdin_charge:R:1 method="wB97M-V/def2-TZVPD" de_lowest_kj_mol=209.67 spin_multiplicity=1 gap_ev=9.5 lumo_energy_ev=0.16 homo_energy_ev=-9.36
H 0.974 -1.359 -0.306 0.047
H -1.696 -0.870 1.065 0.110
C 0.236 -0.628 -0.010 -0.290
H -0.368 0.935 -1.334 0.056
H -1.260 -0.706 -1.696 0.067
O 1.100 5.284 1.656 -0.067
C -1.137 -2.704 0.309 -0.282
H 1.763 0.439 -2.345 -0.142
H 1.128 4.396 2.041 0.032
O -2.188 -3.229 0.503 0.058
H 1.738 5.020 0.976 0.035
C -0.373 -0.148 -1.378 -0.486
C -0.721 -1.361 1.029 -0.129
H -0.353 -3.134 -0.382 0.131
S 0.935 -0.585 -2.666 0.652
H -0.244 -1.619 1.976 0.112
H 0.464 0.270 0.563 0.096

***

17
Properties=species:S:1:pos:R:3:lowdin_charge:R:1 method="wB97M-V/def2-TZVPD" de_lowest_kj_mol=310.84 spin_multiplicity=1 gap_ev=9.2 lumo_energy_ev=0.76 homo_energy_ev=-8.40
C -3.326 0.540 -0.332 -0.593
C 4.819 0.067 0.330 -0.004
H 0.145 0.185 -0.495 -0.048
H 5.558 0.632 1.020 0.086
O -0.572 -0.402 -0.278 -0.430
C -3.758 -0.752 0.375 -0.167
H 5.264 -0.674 -0.224 0.015
H -4.734 -1.113 0.168 0.058
O 2.684 -0.131 -0.642 -0.027
H -3.617 -0.387 1.394 0.063
H 3.041 -0.967 -0.955 0.102
C 3.550 0.472 0.200 -0.278
H -3.055 -1.535 0.227 0.051
H 2.940 1.314 0.610 0.131
S -1.660 0.929 0.084 0.861
H -3.869 1.439 0.008 0.077
H -3.411 0.382 -1.490 0.104

***

17
Properties=species:S:1:pos:R:3:lowdin_charge:R:1 method="wB97M-V/def2-TZVPD" de_lowest_kj_mol=174.18 spin_multiplicity=1 gap_ev=9.9 lumo_energy_ev=0.44 homo_energy_ev=-9.45
C 1.058 0.153 0.730 -0.160
C -1.222 1.335 0.973 -0.467
O 0.910 -1.332 -3.473 -0.051
H 0.179 -1.899 -3.221 0.034
S -2.876 1.576 -0.058 0.620
H 1.070 -0.653 -2.818 0.013
O 1.717 -2.209 1.137 0.074
H -1.634 1.300 1.979 0.053
H -0.891 -0.754 1.060 0.117
H 1.325 0.580 1.697 0.132
H 2.627 -0.960 -0.138 0.114
C 1.782 -1.169 0.544 -0.275
C -0.454 0.088 0.511 -0.291
H -0.582 2.245 0.847 0.079
H 1.377 0.758 -0.099 0.099
H -3.645 0.945 0.858 -0.166
H -0.741 -0.003 -0.530 0.076